#A
This record from the Open Molecules 2025 dataset describes a 2-piece molecular cluster, C7H12NO overall. The level of theory is the ωB97M-V functional and the def2-TZVPD basis.

Calculated values
- HOMO level (spin up / spin down) (eV) = -13.8 / -14.7

Geometry as ORCA input:
```
! wB97M-V def2-TZVPD RIJCOSX def2/J DEFGRID3
* xyz 1 1
C -4.56 0.07 0.27
C 1.87 -0.42 0.34
C 1.40 1.06 0.33
C 0.72 -1.50 0.36
C 0.34 1.35 -0.66
C -0.30 -1.22 -0.65
C -0.65 0.22 -0.40
N -3.72 -0.77 0.40
O -1.80 0.49 -0.19
H -4.56 1.02 -0.17
H -5.57 -0.07 0.64
H 2.52 -0.42 -0.53
H 2.60 -0.57 1.19
H 0.85 1.19 1.20
H 2.36 1.61 0.26
H 1.20 -2.45 0.15
H 0.27 -1.54 1.42
H -0.18 2.33 -0.58
H 0.66 1.16 -1.76
H 0.07 -1.30 -1.65
H -1.22 -1.61 -0.54
*
```

Atomic partial charges in e from the Mulliken method, atoms 1 to 8:
1 C -0.114
2 C -0.642
3 C -0.736
4 C -0.535
5 C -0.443
6 C -0.712
7 C 0.607
8 N -0.114

---

#B
This record from the Open Molecules 2025 dataset describes an isolated ion of composition C7H12NO and charge +1. The level of theory is the ωB97M-V functional and the def2-TZVPD basis.

Calculated values
- HOMO level (spin up / spin down) (eV) = -11.2 / -12.3

Geometry as ORCA input:
```
! wB97M-V def2-TZVPD RIJCOSX def2/J DEFGRID3
* xyz 1 1
C -0.71 -2.57 -0.74
C -0.61 -1.79 0.18
C 0.11 0.86 -0.86
C 1.68 0.97 -0.61
C 2.33 -0.77 0.93
C -0.48 -0.64 0.98
C -2.19 0.83 0.04
N -0.77 0.61 0.34
O 2.25 -0.29 -0.30
H -1.00 -3.30 -1.43
H -0.15 1.78 -1.44
H 0.05 -0.08 -1.46
H 2.13 1.22 -1.58
H 1.93 1.71 0.22
H 2.37 -0.21 1.85
H 2.18 -1.79 0.93
H -0.53 -0.76 2.12
H -2.81 0.20 -0.65
H -2.74 0.73 1.01
H -2.47 1.86 -0.48
H -0.58 1.45 0.96
*
```

Atomic partial charges in e from the Mulliken method, atoms 1 to 8:
1 C 0.205
2 C -0.474
3 C -0.587
4 C -0.402
5 C -0.473
6 C -0.776
7 C -0.836
8 N 0.177

---

Stability check: which of them is least stable? #B.

---

#A
This record from the Open Molecules 2025 dataset describes one molecule with the formula H5N3. The level of theory is the ωB97M-V functional and the def2-TZVPD basis.

Calculated values
- HOMO level (eV) = -8.6

Geometry as ORCA input:
```
! wB97M-V def2-TZVPD RIJCOSX def2/J DEFGRID3
* xyz 0 1
N -1.11 0.12 -0.05
N -0.06 -0.74 -0.06
N 1.37 -0.09 0.01
H -1.44 0.55 0.78
H -1.46 0.43 -0.95
H 0.01 -1.14 0.87
H 1.53 0.03 -1.00
H 1.17 0.85 0.39
*
```

Population analysis type Mulliken, resulting atomic charges in e:
1 N -0.281
2 N -0.353
3 N -0.544
4 H 0.182
5 H 0.202
6 H 0.266
7 H 0.262
8 H 0.265

---

#B
This record from the Open Molecules 2025 dataset describes one molecule with the formula H5N3. The level of theory is the ωB97M-V functional and the def2-TZVPD basis.

Calculated values
- HOMO level (eV) = -9.2

Geometry as ORCA input:
```
! wB97M-V def2-TZVPD RIJCOSX def2/J DEFGRID3
* xyz 0 1
N 0.87 0.15 1.08
N -0.25 0.64 0.26
N -0.33 -0.30 -1.02
H 0.55 -0.79 1.50
H 1.63 -0.04 0.42
H -1.15 0.34 0.64
H -1.26 -0.57 -1.20
H -0.08 0.55 -1.68
*
```

Population analysis type Mulliken, resulting atomic charges in e:
1 N -0.449
2 N -0.279
3 N -0.572
4 H 0.247
5 H 0.287
6 H 0.238
7 H 0.242
8 H 0.286

---

Stability check: which of them is least stable? #B.

---

#A
This record from the Open Molecules 2025 dataset describes one molecule with the formula C7H11NO3S. The level of theory is the ωB97M-V functional and the def2-TZVPD basis.

Calculated values
- HOMO level (eV) = -9.0

Geometry as ORCA input:
```
! wB97M-V def2-TZVPD RIJCOSX def2/J DEFGRID3
* xyz 0 1
C 3.91 -0.43 -1.01
C 2.41 -0.54 -1.16
O 1.81 0.08 -0.01
C 0.47 0.04 0.04
O -0.20 -0.49 -0.80
C -0.03 0.72 1.29
C -1.54 0.90 1.39
N -2.28 -0.33 1.39
C -3.01 -0.68 0.27
O -3.57 -1.75 0.14
C -3.05 0.46 -0.72
S -2.27 1.89 0.04
H 4.24 -0.93 -0.09
H 4.21 0.61 -0.96
H 4.42 -0.86 -1.86
H 2.01 -0.06 -2.06
H 2.08 -1.60 -1.20
H 0.32 0.15 2.15
H 0.49 1.68 1.38
H -1.71 1.42 2.30
H -2.11 -1.07 2.06
H -4.07 0.67 -1.00
H -2.53 0.11 -1.60
*
```

Atomic partial charges in e from the Mulliken method, atoms 1 to 8:
1 C -1.219
2 C -0.193
3 O -0.282
4 C 0.541
5 O -0.565
6 C -0.545
7 C -0.246
8 N -0.180

---

#B
This record from the Open Molecules 2025 dataset describes one molecule with the formula C7H11NO3S. The level of theory is the ωB97M-V functional and the def2-TZVPD basis.

Calculated values
- HOMO level (eV) = -9.3

Geometry as ORCA input:
```
! wB97M-V def2-TZVPD RIJCOSX def2/J DEFGRID3
* xyz 0 1
C 0.68 0.02 1.66
C 0.81 -0.35 0.21
S 2.56 -0.33 -0.24
O 3.34 -1.12 0.66
O 2.69 -0.58 -1.65
O 2.91 1.21 0.06
C 0.32 -2.04 -0.01
C -0.92 -2.25 -0.42
C -1.83 -1.15 -0.69
C -1.40 0.10 -0.86
C 0.07 0.43 -0.85
N 0.37 1.86 -0.73
H -0.35 -0.08 2.00
H 1.02 1.05 1.81
H 1.32 -0.63 2.24
H 2.26 1.76 -0.42
H 1.08 -2.74 0.25
H -1.30 -3.25 -0.54
H -2.89 -1.38 -0.75
H -2.09 0.91 -1.06
H 0.50 0.10 -1.81
H -0.14 2.27 0.04
H 0.09 2.35 -1.58
*
```

Atomic partial charges in e from the Mulliken method, atoms 1 to 8:
1 C -1.713
2 C 0.628
3 S 1.263
4 O -0.626
5 O -0.631
6 O -0.514
7 C -0.803
8 C -0.316

---

Stability check: which of them is least stable? #B.